1.
{"formula": "C41H32Cl3N4O4Ti", "method": "the ωB97M-V functional and the def2-TZVPD basis", "elements": ["Ti", "O", "C", "C", "C", "C", "C", "C", "C", "C", "C", "O", "C", "C", "C", "C", "C", "C", "C", "C", "C", "C", "C", "C", "N", "C", "C", "C", "C", "C", "C", "C", "C", "C", "C", "C", "C", "H", "H", "H", "H", "H", "H", "H", "H", "H", "H", "H", "H", "H", "H", "H", "H", "H", "H", "H", "H", "H", "H", "H", "H", "H", "H", "H", "O", "N", "N", "O", "C", "C", "C", "C", "C", "C", "H", "H", "H", "H", "H", "Cl", "C", "Cl", "Cl", "C", "N"], "positions_angstrom": [[-0.799491, 0.613738, -0.261840], [-0.777782, -0.203920, -1.928152], [-1.157499, -1.414766, -2.505789], [-2.038502, -2.208784, -1.507099], [-1.264693, -2.542846, -0.266345], [-1.017432, -3.873457, 0.055088], [-0.219042, -4.177195, 1.138194], [0.327320, -3.143162, 1.877209], [0.041771, -1.834664, 1.520353], [0.602930, -0.677608, 2.289409], [1.613596, 0.190352, 1.479592], [1.083702, 0.567518, 0.265606], [1.904788, 1.448291, 2.322726], [2.259914, 1.381436, 3.668411], [2.457841, 2.536885, 4.410230], [2.306420, 3.782828, 3.816615], [1.972671, 3.857510, 2.472758], [1.778229, 2.699130, 1.731829], [2.947088, -0.539152, 1.234935], [3.502330, -1.458184, 2.118411], [4.729645, -2.054948, 1.854028], [5.428802, -1.732154, 0.702606], [4.887421, -0.808208, -0.182722], [3.659389, -0.222958, 0.079743], [-0.758823, -1.546663, 0.480504], [0.085477, -2.271535, -2.776683], [-0.005599, -3.403246, -3.583567], [1.081898, -4.248708, -3.740549], [2.278117, -3.972863, -3.089053], [2.376581, -2.843225, -2.290497], [1.287331, -1.992989, -2.137146], [-1.893424, -1.129916, -3.813515], [-3.201302, -1.518992, -4.057737], [-3.806187, -1.219614, -5.276206], [-3.111633, -0.528117, -6.252107], [-1.802291, -0.121950, -6.005406], [-1.201288, -0.422297, -4.797178], [-2.934535, -1.636584, -1.266596], [-2.362012, -3.142200, -1.968581], [-1.439422, -4.650430, -0.566836], [-0.011452, -5.208121, 1.396589], [0.973872, -3.338086, 2.721639], [-0.213274, -0.013019, 2.574312], [1.048299, -1.043561, 3.212606], [2.389740, 0.420677, 4.151700], [2.724535, 2.463271, 5.457810], [2.444067, 4.685833, 4.398308], [1.848751, 4.823211, 1.997204], [1.498945, 2.745987, 0.687046], [2.985719, -1.725702, 3.031102], [5.135997, -2.776005, 2.553105], [6.384106, -2.197447, 0.493732], [5.421265, -0.549276, -1.089273], [3.219746, 0.479654, -0.615387], [-0.936178, -3.617792, -4.097835], [0.996306, -5.123518, -4.374121], [3.127786, -4.634626, -3.206661], [3.301053, -2.618135, -1.771780], [1.362247, -1.114105, -1.507645], [-3.796629, -2.014377, -3.300995], [-4.836498, -1.513128, -5.434022], [-3.585893, -0.291982, -7.197261], [-1.253563, 0.431232, -6.758282], [-0.185267, -0.103380, -4.596200], [-0.823208, 2.597000, -0.682106], [-1.012286, 3.453593, 0.234794], [-1.233841, 2.912895, 1.370228], [-1.284697, 1.608778, 1.511207], [-1.298668, 3.732489, 2.536118], [-1.362924, 5.116909, 2.425873], [-1.377158, 5.878437, 3.581069], [-1.327893, 5.272287, 4.830561], [-1.269512, 3.890754, 4.919372], [-1.257030, 3.110350, 3.772760], [-1.394901, 5.577877, 1.450289], [-1.427362, 6.956963, 3.503373], [-1.335991, 5.876640, 5.728358], [-1.227710, 3.409341, 5.887836], [-1.203190, 2.033536, 3.818591], [-5.898127, -1.361543, -1.721806], [-5.245419, 1.257030, -1.659532], [-6.538998, 1.926002, -0.771190], [-5.116233, 1.631161, -3.313571], [-4.092824, 0.876226, -0.974197], [-3.138013, 0.539315, -0.418360]], "atomic_forces_ev_per_a": [[-0.284, -1.072, -0.033], [-0.054, 0.018, 0.028], [0.031, 0.022, 0.025], [-0.011, 0.007, 0.019], [0.029, -0.010, 0.005], [0.008, -0.004, -0.007], [-0.003, -0.012, -0.006], [0.028, 0.017, -0.009], [-0.010, -0.007, 0.009], [0.010, -0.017, 0.009], [0.027, 0.047, -0.028], [0.019, 0.038, -0.045], [-0.018, 0.024, 0.068], [0.018, 0.017, -0.019], [-0.009, 0.003, 0.000], [0.024, 0.009, -0.006], [0.068, -0.012, 0.002], [0.047, 0.019, 0.005], [-0.038, 0.031, 0.005], [0.017, -0.002, 0.006], [-0.014, 0.003, 0.018], [0.004, 0.008, -0.018], [0.012, -0.022, 0.008], [-0.025, -0.022, -0.016], [0.013, 0.074, 0.001], [0.011, -0.026, -0.032], [0.006, -0.003, 0.005], [0.003, 0.001, 0.003], [-0.002, -0.004, -0.005], [0.001, -0.001, 0.002], [0.017, 0.004, 0.015], [0.013, 0.017, 0.003], [-0.028, -0.012, 0.012], [-0.012, 0.025, 0.022], [0.010, 0.006, -0.005], [-0.007, -0.004, -0.009], [-0.006, -0.005, 0.010], [-0.018, 0.028, -0.004], [-0.006, 0.008, 0.002], [-0.002, 0.000, 0.002], [0.001, 0.000, -0.002], [0.013, 0.008, 0.001], [-0.002, 0.003, -0.004], [0.016, -0.011, 0.010], [0.001, -0.018, 0.005], [0.001, 0.000, 0.004], [0.000, 0.003, 0.001], [0.000, 0.002, -0.001], [0.070, -0.001, 0.038], [-0.018, -0.008, 0.010], [0.001, 0.000, -0.001], [0.000, -0.001, 0.000], [0.000, 0.003, 0.001], [0.001, 0.003, 0.011], [-0.001, 0.001, -0.001], [0.002, 0.000, -0.001], [0.001, -0.001, 0.000], [0.001, 0.000, -0.001], [0.003, -0.018, -0.009], [0.007, 0.019, -0.006], [0.001, 0.002, -0.002], [0.002, 0.001, 0.001], [-0.001, 0.001, 0.000], [0.000, 0.000, 0.002], [0.012, 0.496, -0.183], [-0.026, 0.032, 0.158], [-0.012, 0.023, -0.010], [-0.002, 0.111, 0.057], [-0.069, 0.033, 0.056], [-0.031, -0.030, 0.004], [0.007, 0.015, -0.008], [0.006, -0.016, 0.000], [-0.010, -0.001, -0.001], [-0.022, 0.005, -0.035], [0.000, 0.004, -0.005], [0.000, 0.001, -0.003], [-0.002, 0.001, 0.002], [0.003, -0.004, -0.001], [0.010, -0.003, 0.002], [-0.001, -0.024, -0.005], [-0.031, -0.058, 0.043], [-0.011, 0.002, 0.008], [0.017, -0.007, -0.040], [-0.035, -0.089, 0.094], [0.231, 0.332, -0.233]], "homo_lumo_gap_ev": [6.87, 7.27], "multiplicity": 3, "charge": -1, "homo_ev": [-4.50, -5.48]}

2.
{"formula": "C41H32N11O4Sc", "method": "the ωB97M-V functional and the def2-TZVPD basis", "elements": ["Sc", "O", "C", "C", "C", "C", "C", "C", "C", "O", "N", "N", "C", "C", "C", "C", "C", "C", "N", "H", "H", "H", "H", "H", "H", "H", "H", "H", "H", "C", "N", "C", "C", "N", "C", "C", "C", "C", "C", "C", "N", "C", "N", "C", "C", "C", "C", "C", "C", "N", "H", "H", "H", "H", "H", "H", "H", "H", "H", "H", "H", "H", "H", "H", "H", "O", "N", "O", "C", "C", "C", "C", "C", "C", "N", "C", "C", "N", "C", "C", "C", "C", "H", "H", "H", "H", "H", "H", "H"], "positions_angstrom": [[0.182990, 0.491527, -0.036606], [3.834251, 4.583614, 0.821130], [3.380998, 4.252547, 2.030218], [3.796895, 5.039634, 3.107785], [3.361622, 4.770047, 4.384437], [2.488461, 3.705698, 4.634240], [2.070752, 2.922053, 3.588337], [2.503971, 3.170883, 2.271633], [2.022825, 2.286297, 1.217950], [1.204325, 1.327635, 1.496546], [2.447563, 2.486389, -0.027106], [1.988425, 1.516359, -0.872550], [2.588770, 1.371298, -1.989969], [2.276603, 0.207254, -2.805475], [3.013905, -0.059173, -3.953241], [2.787217, -1.239621, -4.640361], [1.836953, -2.115427, -4.144060], [1.150379, -1.764840, -2.990517], [1.342331, -0.631700, -2.323582], [3.507034, 3.927206, 0.171172], [4.469271, 5.860915, 2.898838], [3.706254, 5.384478, 5.205629], [2.154163, 3.500913, 5.641799], [1.409845, 2.080299, 3.753636], [3.393786, 2.040926, -2.279185], [3.762520, 0.646968, -4.287487], [3.347844, -1.477601, -5.534002], [1.618415, -3.052568, -4.636135], [0.410129, -2.447134, -2.587808], [-1.431217, 3.068240, 1.710058], [-0.692650, 3.049051, 0.449427], [-1.362597, 3.673031, -0.684716], [-1.700647, 2.667144, -1.732642], [-1.278494, 1.420392, -1.765530], [-1.811583, 0.885930, -2.953220], [-1.717971, -0.379401, -3.528298], [-2.380534, -0.605820, -4.718725], [-3.130643, 0.394385, -5.347595], [-3.234155, 1.656105, -4.798220], [-2.563914, 1.872085, -3.602528], [-2.467446, 2.988184, -2.790318], [-1.872784, 1.709678, 2.152928], [-1.402572, 0.560422, 1.720689], [-1.937591, -0.409479, 2.583445], [-1.717554, -1.781745, 2.695390], [-2.379672, -2.470378, 3.691834], [-3.246108, -1.825099, 4.582167], [-3.455290, -0.463525, 4.510580], [-2.783334, 0.219674, 3.506654], [-2.711266, 1.565710, 3.197734], [-2.294934, 3.736147, 1.657733], [-0.780662, 3.452019, 2.501070], [0.190828, 3.518636, 0.590690], [-0.714578, 4.427881, -1.137277], [-2.277788, 4.187363, -0.378669], [-1.140135, -1.158819, -3.062043], [-2.316364, -1.581486, -5.182549], [-3.636853, 0.172146, -6.276609], [-3.806391, 2.437531, -5.280466], [-2.881336, 3.888049, -2.972150], [-1.020960, -2.293589, 2.052795], [-2.217722, -3.534777, 3.798890], [-3.737246, -2.402756, 5.352890], [-4.102011, 0.045292, 5.213047], [-3.188391, 2.304402, 3.687689], [-1.264714, -6.624353, -1.412937], [-0.560851, -6.493208, -0.429870], [-0.134459, -7.387495, 0.264242], [-0.056905, -5.135047, -0.143178], [1.196334, -5.042238, 0.345989], [1.786820, -3.769870, 0.599887], [3.080871, -3.632846, 1.135144], [3.575911, -2.373672, 1.356970], [2.777849, -1.270196, 1.043478], [1.561662, -1.369856, 0.537191], [1.061220, -2.605309, 0.315917], [-0.287386, -2.708877, -0.181072], [-0.966204, -1.552043, -0.370756], [-2.246029, -1.619576, -0.691135], [-2.921654, -2.824160, -0.876357], [-2.237056, -4.005197, -0.743760], [-0.871885, -3.973015, -0.386393], [1.764963, -5.941613, 0.543367], [3.656122, -4.518020, 1.375130], [4.562282, -2.223288, 1.771341], [3.148071, -0.267726, 1.219732], [-2.766494, -0.676484, -0.805521], [-3.973179, -2.818785, -1.125079], [-2.741225, -4.944623, -0.901750]], "atomic_forces_ev_per_a": [[-0.748, -0.462, -0.268], [0.067, 0.001, -0.204], [-0.195, -0.131, 0.212], [0.048, 0.058, -0.056], [-0.011, -0.047, -0.034], [-0.036, -0.008, 0.087], [0.010, 0.005, -0.036], [-0.134, 0.053, 0.103], [0.480, 0.017, -0.578], [0.276, 0.004, 0.266], [0.279, 0.531, 0.385], [-0.083, -0.028, 0.090], [-0.056, 0.111, 0.179], [-0.036, -0.290, -0.226], [-0.028, 0.142, 0.090], [-0.079, -0.111, 0.004], [0.052, 0.070, -0.033], [0.013, -0.068, 0.052], [-0.093, 0.177, 0.038], [0.009, 0.000, 0.024], [0.004, -0.009, 0.024], [-0.009, 0.024, -0.013], [0.013, -0.010, -0.007], [0.015, 0.013, 0.017], [0.026, 0.013, 0.046], [-0.014, 0.005, 0.000], [-0.005, 0.021, -0.007], [0.028, -0.013, 0.014], [0.018, 0.009, -0.017], [0.019, -0.097, 0.031], [0.094, -0.213, -0.206], [-0.031, -0.031, -0.025], [-0.054, 0.029, -0.025], [0.317, -0.324, 0.279], [-0.154, 0.136, -0.197], [0.015, 0.005, 0.037], [0.054, -0.078, 0.024], [-0.014, 0.059, 0.013], [-0.033, 0.048, -0.063], [0.111, -0.258, 0.087], [0.007, 0.034, -0.026], [0.047, 0.018, 0.056], [0.125, -0.046, -0.261], [-0.239, 0.046, 0.180], [0.018, 0.011, -0.040], [0.025, -0.022, -0.035], [-0.009, 0.022, 0.021], [-0.073, 0.023, 0.052], [0.225, -0.218, -0.148], [-0.110, 0.024, 0.020], [0.001, 0.020, 0.016], [0.017, 0.023, -0.019], [0.043, 0.014, -0.006], [0.017, 0.008, 0.029], [0.011, 0.037, -0.010], [-0.115, 0.026, -0.038], [-0.006, 0.001, 0.013], [0.007, 0.020, -0.006], [-0.006, -0.012, 0.012], [0.005, 0.025, 0.046], [-0.002, -0.044, 0.014], [0.015, 0.007, -0.003], [-0.023, 0.020, -0.007], [0.008, 0.001, -0.006], [0.036, 0.067, -0.032], [-0.164, 0.147, 0.237], [0.557, -0.266, -0.349], [-0.283, 0.127, 0.021], [0.099, 0.249, 0.236], [-0.125, -0.254, -0.075], [-0.084, 0.276, -0.067], [-0.038, 0.106, 0.004], [0.030, -0.206, -0.024], [0.027, 0.205, -0.007], [-0.267, 0.219, 0.071], [0.152, -0.154, 0.020], [-0.040, -0.272, -0.046], [0.062, 0.160, 0.042], [0.004, 0.175, 0.043], [-0.011, -0.176, -0.002], [0.017, 0.144, -0.006], [-0.057, 0.088, -0.031], [-0.046, -0.019, 0.003], [0.033, 0.016, -0.014], [-0.010, 0.030, 0.004], [-0.051, -0.003, 0.012], [0.015, 0.009, 0.009], [0.007, 0.021, -0.006], [0.014, -0.082, -0.004]], "homo_lumo_gap_ev": 6.83, "multiplicity": 1, "charge": 2, "homo_ev": -12.70}

One value per record, in order, for E_tot: -4331.7486; -3245.3567 Ha.
One value per record, in order, for M: 798.96; 787.74 g/mol.
One value per record, in order, for ΔE to the lowest compared entry with this formula, charge and spin: 0.000; 0.000 eV.